<A>
Formula: C2H3N3O
Source: the Open Molecules 2025 dataset
Level of theory: ωB97M-V/def2-TZVPD

E_HOMO = -9.91 eV
SMILES string = Oc1nc[nH]n1

Positions of all 9 atoms, in Å:
O (2.22805, 0.03443, 0.12584)
N (-1.09460, 0.55943, 0.34437)
N (0.16011, 1.02338, 0.51309)
N (0.17132, -1.06788, -0.35880)
C (0.87860, 0.00744, 0.07927)
C (-1.07221, -0.68003, -0.17330)
H (2.57417, 0.24199, -0.75134)
H (-1.87971, 1.13386, 0.60743)
H (-1.96572, -1.25261, -0.38656)

=====

<B>
Formula: C2H3N3O
Source: the Open Molecules 2025 dataset
Level of theory: ωB97M-V/def2-TZVPD

E_HOMO = -9.29 eV

Positions of all 9 atoms, in Å:
O (1.25050, 0.95739, 0.03002)
N (0.73120, -0.38467, -1.49328)
N (-1.03403, 0.85813, 2.62545)
N (-0.90945, 0.33788, 1.63422)
C (-0.76858, -0.27037, 0.48258)
C (0.37093, 0.07930, -0.32204)
H (1.64051, 0.51872, -1.13656)
H (0.23984, -1.08868, -2.02896)
H (-1.52314, -0.99769, 0.22169)

=====

Which is the most stable structure? <A> is the most stable.

=====

<A>
Formula: C2H3N3O
Source: the Open Molecules 2025 dataset
Level of theory: ωB97M-V/def2-TZVPD

E_HOMO = -8.44 eV

Positions of all 9 atoms, in Å:
O (-1.63579, 0.98524, -1.06612)
N (1.43637, 0.36872, 0.13881)
N (0.83034, -0.67871, 0.65591)
N (0.43368, 0.95999, -0.50506)
C (-0.50290, -0.78657, 0.37682)
C (-0.77358, 0.33894, -0.42120)
H (-1.11679, -1.59521, 0.73798)
H (1.38385, -1.32224, 1.21548)
H (-0.05518, 1.72983, -1.13262)

=====

<B>
Formula: C2H3N3O
Source: the Open Molecules 2025 dataset
Level of theory: ωB97M-V/def2-TZVPD

E_HOMO = -9.07 eV
SMILES string = [H]/N=c1/nc[nH]o1

Positions of all 9 atoms, in Å:
O (0.17271, 0.12872, -0.99778)
N (-1.44778, -1.53836, -0.69770)
N (-0.07895, -0.66369, 0.96365)
N (0.80792, 0.98621, -0.12457)
C (-0.54538, -0.74951, -0.24507)
C (0.63857, 0.36315, 1.09596)
H (-1.32125, -1.48758, -1.76104)
H (0.67602, 2.05450, -0.09325)
H (1.09814, 0.90657, 1.85980)

=====

Which is the most stable structure? <A> is the most stable.

=====

<A>
Formula: C4H5N
Source: the Open Molecules 2025 dataset
Level of theory: ωB97M-V/def2-TZVPD

E_HOMO = -9.92 eV
SMILES string = N#CC1CC1

Positions of all 10 atoms, in Å:
N (2.56254, 0.65043, 0.05051)
C (1.68907, -0.11502, 0.09005)
C (-0.98738, -0.67955, -0.32139)
C (0.33829, -0.50450, 0.40267)
C (-0.40204, 0.68564, -0.18834)
H (-0.40328, 1.53152, 0.48833)
H (-1.76846, -1.04030, 0.34717)
H (-1.05917, -1.07350, -1.33267)
H (0.03782, 0.96190, -1.14233)
H (0.21600, -0.66366, 1.47149)

=====

<B>
Formula: C4H5N
Source: the Open Molecules 2025 dataset
Level of theory: ωB97M-V/def2-TZVPD

E_HOMO = -8.14 eV

Positions of all 10 atoms, in Å:
N (0.68041, 1.33097, -0.32431)
C (-0.85466, -0.65604, 0.10653)
C (0.44259, -0.98064, 0.23352)
C (1.24136, 0.22120, -0.01256)
C (-1.74974, 0.30332, 0.07783)
H (-1.95307, -0.96302, 0.60856)
H (1.35521, 2.08387, -0.42358)
H (2.32669, 0.10720, 0.08740)
H (0.87142, -1.94975, 0.45018)
H (-2.36021, 0.50289, -0.80357)

=====

Which is the most stable structure? <A> is the most stable.

=====

<A>
Formula: C4H5N
Source: the Open Molecules 2025 dataset
Level of theory: ωB97M-V/def2-TZVPD

E_HOMO (alpha / beta) = -7.32 / -7.11 eV

Positions of all 10 atoms, in Å:
N (-1.12449, -0.39735, -0.43223)
C (2.33288, -0.01130, 0.41962)
C (-1.21384, 0.92938, -0.41883)
C (1.15908, -0.31604, 0.39823)
C (-0.15623, -0.83143, 0.43326)
H (-1.22247, 1.43084, 0.53113)
H (-1.50684, -0.99728, -1.16767)
H (-1.23988, 1.54906, -1.29897)
H (3.35758, 0.27881, 0.42882)
H (-0.38578, -1.63468, 1.10662)

=====

<B>
Formula: C4H5N
Source: the Open Molecules 2025 dataset
Level of theory: ωB97M-V/def2-TZVPD

E_HOMO = -7.36 eV

Positions of all 10 atoms, in Å:
N (-0.80509, 0.34436, 0.34652)
C (-0.01554, 1.45131, 0.09126)
C (1.72284, -0.34237, -0.78219)
C (-0.42969, -0.88638, 0.19898)
C (0.80809, -1.21032, -0.34249)
H (-0.39834, 2.23377, 0.73590)
H (-1.29455, -1.66336, -0.04573)
H (-1.69861, 0.59284, 0.67925)
H (0.88129, 1.62341, -0.51455)
H (1.22960, -2.14326, -0.36694)

=====

Which is the most stable structure? <A> is the most stable.

=====

<A>
Formula: C4H5N
Source: the Open Molecules 2025 dataset
Level of theory: ωB97M-V/def2-TZVPD

E_HOMO = -8.47 eV
SMILES string = C#C[C@H]1CN1

Positions of all 10 atoms, in Å:
N (-1.24322, -0.74986, -0.63616)
C (2.30424, -0.15913, -0.54035)
C (-1.26974, 0.52780, 0.00784)
C (-0.15810, -0.59717, 0.32782)
C (1.17811, -0.35465, -0.14916)
H (-0.48908, -0.18899, 1.28343)
H (-0.84054, 1.42353, -0.40066)
H (-0.83267, -0.57666, -1.55342)
H (-2.13699, 0.64799, 0.67353)
H (3.31114, 0.01465, -0.85654)

=====

<B>
Formula: C4H5N
Source: the Open Molecules 2025 dataset
Level of theory: ωB97M-V/def2-TZVPD

E_HOMO = -10.57 eV
SMILES string = C=CCC#N

Positions of all 10 atoms, in Å:
N (-1.76299, -1.25806, -2.15643)
C (0.22766, -0.58613, -0.57558)
C (-0.87165, -0.98465, -1.45935)
C (-0.15524, 0.07560, 0.74058)
C (0.41835, 1.20168, 1.13025)
H (0.89347, 0.03086, -1.17077)
H (0.16965, 1.75929, 2.01133)
H (1.10680, 1.69522, 0.45809)
H (-0.88340, -0.42107, 1.36686)
H (0.85735, -1.51274, -0.34499)

=====

Which is the most stable structure? <B> is the most stable.

=====

<A>
Formula: C12H12
Source: the Open Molecules 2025 dataset
Level of theory: ωB97M-V/def2-TZVPD

E_HOMO = -8.03 eV
SMILES string = Cc1ccc(C)c2ccccc12

Positions of all 24 atoms, in Å:
C (-1.82793, 1.28199, -0.16715)
C (0.60372, 1.68983, 0.11060)
C (1.11130, -2.53107, -0.03501)
C (-3.01646, -1.05183, 0.05560)
C (-0.67896, 2.14197, -0.01349)
C (-0.50746, -0.60695, -0.05218)
C (1.87002, 2.34370, 0.07050)
C (-1.91034, -0.06977, -0.00618)
C (-0.12907, -1.93315, 0.05134)
C (2.30228, -1.77536, -0.01748)
C (0.76786, 0.22699, 0.03774)
C (2.06291, -0.37041, -0.15672)
H (-2.75995, 1.90768, -0.10151)
H (2.71036, 1.98195, -0.65480)
H (1.59381, 3.44171, -0.34236)
H (3.24791, -2.17694, -0.03842)
H (-3.89176, -0.51895, -0.41214)
H (-0.92944, -2.54244, 0.10014)
H (-3.05527, -1.41603, 1.02589)
H (0.96861, -3.71690, 0.21958)
H (-0.90396, 3.25698, -0.03453)
H (2.96920, 0.14284, -0.26236)
H (2.18855, 2.35401, 1.20872)
H (-2.78592, -2.05987, -0.58578)

=====

<B>
Formula: C12H12
Source: the Open Molecules 2025 dataset
Level of theory: ωB97M-V/def2-TZVPD

E_HOMO = -8.93 eV
SMILES string = c1ccccc1.c1ccccc1

Positions of all 24 atoms, in Å:
C (-1.85747, 2.32983, 0.39291)
C (-1.23367, 1.60845, -0.67669)
C (-0.99289, 2.97682, 1.25507)
C (0.37315, 2.99070, 1.15466)
C (-0.35151, -3.23194, -0.78604)
C (1.33053, -1.47290, -1.09681)
C (0.48464, -2.06309, 1.15540)
C (0.49011, -2.50622, -1.58177)
C (-0.42645, -2.98952, 0.59491)
C (0.87679, 2.07758, 0.18238)
C (1.21342, -1.17614, 0.24624)
C (0.01293, 1.46501, -0.76577)
H (0.57862, 0.89694, -1.63315)
H (1.91071, -0.46151, 0.62744)
H (0.52488, -2.69647, -2.71516)
H (0.54693, -1.99964, 2.27265)
H (1.15208, 3.78304, 1.52424)
H (-0.86301, -4.10667, -1.28677)
H (2.01595, -0.82911, -1.70283)
H (-1.79940, 1.16600, -1.55397)
H (1.87350, 1.94152, -0.14975)
H (-2.92890, 2.42949, 0.76496)
H (-1.44660, 3.40446, 2.18235)
H (-1.08213, -3.57943, 1.22309)

=====

Which is the most stable structure? <B> is the most stable.

=====

<A>
Formula: C2H10N4O
Source: the Open Molecules 2025 dataset
Level of theory: ωB97M-V/def2-TZVPD

E_HOMO = -8.62 eV
SMILES string = CON(N)CNN

Positions of all 17 atoms, in Å:
O (-1.53796, -0.86285, -0.64114)
N (1.45170, 0.91353, 0.47881)
N (2.20755, 1.92932, -0.16254)
N (-0.15840, -0.76070, 0.13661)
N (0.76362, -1.62287, -0.49057)
C (-2.59921, -1.14229, 0.24863)
C (0.09325, 0.62676, -0.20142)
H (-3.40445, -1.66297, -0.28220)
H (3.18971, 1.92257, 0.11515)
H (1.85226, 2.86591, 0.03908)
H (-2.30849, -1.79282, 1.08566)
H (-3.00785, -0.21153, 0.66246)
H (0.87757, -1.41781, -1.48357)
H (1.64299, -1.65834, 0.02466)
H (1.40507, 0.77369, 1.48685)
H (0.16915, 0.80519, -1.27812)
H (-0.63650, 1.29518, 0.26165)

=====

<B>
Formula: C2H10N4O
Source: the Open Molecules 2025 dataset
Level of theory: ωB97M-V/def2-TZVPD

E_HOMO = -8.74 eV

Positions of all 17 atoms, in Å:
O (2.30848, 0.24904, 0.71258)
N (-0.48782, 0.26474, 0.86920)
N (-0.71707, -1.33702, -0.75355)
N (0.51761, 0.51702, -1.30458)
N (0.13182, -0.31176, -0.24841)
C (1.76265, -0.82382, 0.43497)
C (-1.60894, 1.14215, 0.59481)
H (-0.82313, -2.03105, -0.01760)
H (2.08760, -1.40658, -0.45182)
H (0.24991, 0.73315, 1.39830)
H (-2.10359, 1.34051, 1.54258)
H (1.38602, 0.97225, -1.00800)
H (-0.24118, -1.75657, -1.54763)
H (1.36020, -1.47774, 1.23538)
H (-1.33379, 2.10339, 0.14087)
H (-0.18845, 1.20981, -1.53698)
H (-2.30033, 0.61247, -0.06011)

=====

Which is the most stable structure? <B> is the most stable.

=====

<A>
Formula: C3H3NO2
Source: the Open Molecules 2025 dataset
Level of theory: ωB97M-V/def2-TZVPD

E_HOMO = -11.22 eV
SMILES string = N#C[C@]1(O)CO1

Positions of all 9 atoms, in Å:
O (0.40845, -0.05391, -1.17709)
O (0.77969, 1.41888, 0.67246)
N (0.84427, -1.87061, 1.83470)
C (-0.89670, -0.15395, -0.65743)
C (0.25896, -0.01792, 0.18656)
C (0.61642, -0.98550, 1.13603)
H (-1.33813, -1.16954, -0.91533)
H (-1.51487, 0.73187, -1.02824)
H (0.84191, 2.10067, -0.05166)

=====

<B>
Formula: C3H3NO2
Source: the Open Molecules 2025 dataset
Level of theory: ωB97M-V/def2-TZVPD

E_HOMO = -11.02 eV
SMILES string = N#C[C@@H](O)C=O

Positions of all 9 atoms, in Å:
O (-0.09500, 1.67949, -0.17160)
O (-1.46124, -0.45345, -0.80272)
N (1.57524, -1.35182, -0.77054)
C (1.30409, -0.34222, -0.26683)
C (0.30430, 0.51462, 0.43729)
C (-0.74696, -0.59829, 0.15781)
H (0.60164, 0.70474, 1.47537)
H (-0.78567, 1.38352, -0.79877)
H (-0.67290, -1.52179, 0.74897)

=====

<C>
Formula: C3H3NO2
Source: the Open Molecules 2025 dataset
Level of theory: ωB97M-V/def2-TZVPD

E_HOMO = -10.86 eV
SMILES string = CC(=O)N=C=O

Positions of all 9 atoms, in Å:
O (0.11720, 1.69183, 0.85982)
O (-3.14910, -0.97460, -0.28805)
N (-1.06314, 0.09611, -0.19535)
C (-2.14881, -0.43743, -0.14354)
C (0.12652, 0.69712, 0.24488)
C (1.30682, -0.12483, -0.06897)
H (2.17419, 0.67686, 0.12731)
H (1.33568, -0.55259, -1.16139)
H (1.30064, -1.07247, 0.62529)

=====

Which is the most stable structure? <C> is the most stable.

=====

<A>
Formula: C3H3NO2
Source: the Open Molecules 2025 dataset
Level of theory: ωB97M-V/def2-TZVPD

E_HOMO = -11.74 eV
SMILES string = COC(=O)C#N

Positions of all 9 atoms, in Å:
O (-0.48292, 0.46160, -0.77613)
O (1.43169, 1.44588, -1.33205)
N (2.19716, -0.88655, 0.97976)
C (-1.19970, -0.25789, 0.23470)
C (1.55406, -0.22846, 0.27950)
C (0.82944, 0.64661, -0.67442)
H (-1.24314, 0.33814, 1.15019)
H (-0.74960, -1.23353, 0.44037)
H (-2.20361, -0.38979, -0.16701)

=====

<B>
Formula: C3H3NO2
Source: the Open Molecules 2025 dataset
Level of theory: ωB97M-V/def2-TZVPD

E_HOMO = -9.44 eV

Positions of all 9 atoms, in Å:
O (1.43380, 1.90248, -1.10308)
O (-0.48507, 0.88613, -0.54565)
N (0.55613, -0.89495, 0.54264)
C (-0.97170, -0.20173, 0.10259)
C (0.90605, 0.97986, -0.57153)
C (1.58102, -0.23004, 0.15831)
H (-1.55239, -0.86713, -0.57032)
H (-1.58133, 0.07729, 0.98825)
H (0.11349, -1.65190, 0.99878)

=====

Which is the most stable structure? <A> is the most stable.